Below is a structure of composition C27H47N5O3PRuS3Si4Te in a non-equilibrium geometry, with properties calculated with wB97M-V/def2-TZVPD.

Multiplicity = 2
HOMO-LUMO gap (alpha / beta) = 7.30 / 5.52 eV
Energy relative to the best compared isomer or geometry (same formula, charge and spin) = 24.9 kcal/mol
HOMO energy (alpha / beta) = -7.506 / -7.364 eV
E_LUMO (alpha / beta) = -0.201 / -1.844 eV

Each line ends with the Mulliken charge.
Element x y z (Å)
Ru (0.592, 0.023, -0.278)  -1.22
O (-1.315, 0.428, 0.282)  -0.67
N (-2.040, -0.581, 0.774)  0.51
C (-3.204, -0.227, 1.364)  -0.40
C (-4.023, -1.180, 1.901)  -0.72
C (-3.631, -2.521, 1.831)  -0.23
C (-2.444, -2.852, 1.227)  -0.85
C (-1.617, -1.861, 0.675)  0.69
S (-0.112, -2.160, -0.113)  -0.45
H (-3.386, 0.838, 1.361)  0.51
H (-4.946, -0.878, 2.371)  0.43
H (-4.255, -3.295, 2.258)  0.39
H (-2.107, -3.877, 1.161)  0.45
C (1.086, -0.556, 4.813)  -1.02
N (2.202, -1.123, 4.055)  0.16
C (3.315, -0.175, 4.091)  -0.72
N (2.974, 1.173, 3.631)  0.16
C (1.829, 1.660, 4.403)  -0.99
N (0.673, 0.770, 4.363)  0.14
C (0.049, 0.740, 3.036)  -0.77
P (1.249, 0.106, 1.789)  3.27
C (1.795, -1.415, 2.677)  -0.87
C (2.666, 1.188, 2.201)  0.04
H (1.396, -0.471, 5.857)  0.31
H (0.235, -1.238, 4.756)  0.40
H (4.131, -0.567, 3.481)  0.18
H (3.661, -0.095, 5.124)  0.36
H (1.536, 2.644, 4.032)  0.43
H (2.142, 1.758, 5.444)  0.35
H (-0.288, 1.739, 2.758)  -0.03
H (-0.832, 0.096, 3.069)  0.40
H (2.620, -1.869, 2.119)  0.01
H (0.977, -2.138, 2.681)  0.49
H (2.437, 2.212, 1.892)  0.78
H (3.521, 0.850, 1.613)  -1.32
C (8.171, -1.267, -0.599)  -1.02
Si (6.358, -1.773, -0.617)  0.38
C (6.098, -3.217, -1.785)  -1.10
C (5.805, -2.263, 1.111)  -0.67
Si (5.121, 0.091, -1.308)  -0.07
Te (2.784, -0.908, -1.228)  -0.27
Si (5.207, 0.534, -3.625)  0.57
C (6.970, 0.913, -4.153)  -1.04
C (4.083, 1.994, -3.975)  -0.90
C (4.610, -0.970, -4.577)  -1.03
Si (5.756, 2.017, -0.096)  0.60
C (4.426, 3.332, -0.218)  -0.45
C (7.320, 2.707, -0.884)  -1.29
C (6.191, 1.645, 1.699)  -1.00
H (8.807, -2.132, -0.392)  0.41
H (8.366, -0.518, 0.172)  0.26
H (8.478, -0.848, -1.560)  0.28
H (6.502, -4.137, -1.353)  0.38
H (6.596, -3.049, -2.742)  0.26
H (5.035, -3.373, -1.978)  0.32
H (6.502, -2.986, 1.543)  0.47
H (4.818, -2.730, 1.074)  0.20
H (5.751, -1.404, 1.783)  -0.05
H (7.399, 1.756, -3.611)  0.28
H (6.989, 1.154, -5.220)  0.39
H (7.618, 0.047, -4.000)  0.27
H (4.413, 2.892, -3.448)  0.19
H (3.055, 1.786, -3.664)  0.17
H (4.077, 2.217, -5.045)  0.54
H (5.299, -1.810, -4.470)  0.25
H (4.530, -0.730, -5.641)  0.38
H (3.627, -1.296, -4.233)  0.29
H (4.367, 3.707, -1.242)  0.09
H (4.654, 4.178, 0.436)  0.56
H (3.436, 2.954, 0.041)  -0.22
H (7.108, 3.144, -1.861)  0.29
H (8.094, 1.948, -1.014)  0.31
H (7.728, 3.496, -0.247)  0.43
H (5.327, 1.486, 2.344)  0.21
H (6.732, 2.507, 2.100)  0.46
H (6.850, 0.779, 1.786)  0.20
O (-0.553, 4.220, 2.686)  -0.60
S (-0.806, 4.685, 1.346)  1.14
O (-1.942, 5.526, 1.119)  -0.69
N (-0.843, 3.381, 0.330)  -0.41
C (0.194, 3.350, -0.437)  0.21
S (0.642, 2.100, -1.568)  -0.37
C (1.106, 4.540, -0.313)  0.45
C (2.256, 4.833, -1.024)  -0.62
C (2.944, 5.999, -0.708)  -0.65
C (2.493, 6.847, 0.299)  -0.48
C (1.335, 6.555, 1.012)  -0.86
C (0.664, 5.400, 0.674)  0.16
H (2.593, 4.161, -1.803)  0.90
H (3.847, 6.250, -1.249)  0.44
H (3.048, 7.748, 0.526)  0.41
H (0.972, 7.211, 1.792)  0.46